15
Properties=species:S:1:pos:R:3:forces:R:3 method="wB97M-V/def2-TZVPD" homo_energy_ha=-0.337 e_tot_ev=-24702.520 orbital_gap_ev=9.57 smiles="CC(C)(I)/N=C/S"
C -0.0488 -1.1346 -1.2054 -0.564 2.621 0.642
C -0.3626 -0.4052 0.1359 -1.578 0.219 -2.680
C 0.0319 -1.2588 1.2651 0.200 -1.831 0.460
I -2.6182 0.0100 0.0064 -0.030 -0.363 0.335
N 0.2740 0.8221 0.1200 1.663 -0.864 -0.172
C -0.0317 2.0060 -0.0627 0.114 0.596 1.086
S 1.1417 3.3086 0.0359 -0.416 0.569 -0.306
H 0.9932 -1.2264 -1.1084 1.629 0.041 -0.823
H -0.4393 -0.5771 -2.0439 0.655 0.793 -0.250
H -0.4341 -2.0568 -1.4396 -1.261 -2.545 0.705
H 0.1533 -0.6232 2.1349 0.547 -0.290 0.299
H 0.9798 -1.8559 0.8980 -1.667 1.226 1.312
H -0.8039 -1.9684 1.4904 0.937 0.346 -0.248
H -1.0284 2.4089 -0.0405 -0.818 -0.089 -0.368
H 2.1933 2.5509 -0.1859 0.591 -0.428 0.008


14
Properties=species:S:1:pos:R:3:forces:R:3 method="wB97M-V/def2-TZVPD" homo_energy_ha=-0.342 e_tot_ev=-21666.076 orbital_gap_ev=9.65 smiles=I[C@H]1CCCP1
I 2.5713 0.5860 -1.2678 -0.006 -0.069 0.833
C 1.3271 0.4377 0.5831 -1.197 -0.642 -1.469
C -0.0710 1.0457 0.1363 -0.852 1.279 2.251
C -0.7701 0.1255 -0.8628 1.169 0.100 -0.666
C -0.7461 -1.2322 -0.1911 -1.603 -1.611 -0.235
P 0.8912 -1.3547 0.8517 -1.297 -0.133 -0.084
H 1.9766 0.7860 1.4112 -0.875 0.352 -0.638
H 0.0805 1.9907 -0.3095 0.361 1.211 -0.597
H -0.7782 1.3379 1.0346 1.465 -1.101 -1.249
H -1.7926 0.3761 -1.1772 0.265 0.390 0.527
H -0.1653 0.2188 -1.7973 -0.423 -0.576 0.579
H -1.6956 -1.2112 0.4482 1.597 -0.261 -0.180
H -0.9941 -2.1163 -0.8950 1.007 1.332 0.960
H 0.1661 -0.9900 2.0356 0.390 -0.270 -0.031


16
Properties=species:S:1:pos:R:3:forces:R:3 method="wB97M-V/def2-TZVPD" s_squared=0.754 spin_multiplicity=2 homo_energy_ha="-0.291 / -0.293" e_tot_ev=-26742.507 orbital_gap_ev="7.18 / 7.07"
H 1.4584 -1.5763 1.0921 0.182 1.171 -1.826
O -0.3550 0.4409 -0.9627 -0.267 0.913 -0.795
C 0.7622 0.9691 -0.4134 2.701 -3.669 3.831
O 0.6798 1.6978 0.6203 -0.089 1.042 -1.225
K 3.4362 1.1920 1.5551 -0.977 -0.179 -0.740
O 1.8253 0.2365 -0.6090 -1.423 2.675 -1.327
C 2.4158 -1.8000 0.6069 1.112 -2.763 2.617
H 3.2501 -1.8766 -0.0967 -1.412 1.461 -0.792
H 2.7138 -2.6149 1.2707 0.296 -0.479 0.470
C -1.6053 1.0436 -0.6416 -0.332 0.423 0.044
H -1.5340 1.7308 0.2133 0.311 -0.338 -0.213
H -1.9368 1.6557 -1.4938 0.062 -0.277 0.018
C -2.5853 -0.0678 -0.3423 -0.343 -0.115 -0.025
H -2.5568 -0.8387 -1.1243 0.000 0.197 0.203
H -2.3652 -0.5360 0.6267 -0.004 0.076 -0.272
H -3.6031 0.3440 -0.3014 0.183 -0.137 0.031